Entry 1:
The following is a quantum chemistry calculation of a cluster of 2 separate species, C2H2ClO3 in total in a non-equilibrium geometry, from OMol25.

Structure (XYZ):
```
8
Properties=species:S:1:pos:R:3:forces:R:3
C -2.07494 -0.26672 -0.10764 1.02 0.50 0.11
C 0.83263 0.09312 -0.36442 -1.59 -0.11 1.19
O -1.82293 -0.84253 0.85491 -0.19 -0.97 1.16
O -2.44549 0.32991 -1.02081 -0.64 0.45 -1.12
O 1.53090 -0.76085 0.59427 0.12 1.54 0.98
Cl 1.47233 1.93720 -0.07894 0.32 -0.32 -0.22
H 1.13266 -0.12684 -1.40128 0.99 -0.16 0.51
H 1.37485 -0.36330 1.52390 -0.03 -0.93 -2.60
```
Positions in Å, forces in eV/Å.

Calculated values
HOMO-LUMO gap ... 5.4 eV
HOMO ... -1.7426 eV
Charge ... -1

***

Entry 2:
The following is a quantum chemistry calculation of a cluster of 2 separate species, C2H2ClOP in total in a non-equilibrium geometry, from OMol25.

Structure (XYZ):
```
7
Properties=species:S:1:pos:R:3:forces:R:3
C 1.06151 0.41591 -0.52413 -0.21 1.01 -0.78
C 1.35730 -0.82100 -0.55085 -0.30 -0.15 -0.25
O 0.79887 1.52403 -0.83202 0.29 -0.09 0.46
P -1.67955 -0.26722 0.35543 -1.01 0.12 -0.87
Cl 1.80341 -2.18659 0.18283 0.20 -0.52 0.48
H -0.99473 0.34324 1.37644 0.47 0.46 0.80
H -2.34682 0.99163 -0.00769 0.56 -0.82 0.16
```
Positions in Å, forces in eV/Å.

Calculated values
HOMO-LUMO gap (alpha / beta) ... 8.0 / 6.9 eV
HOMO (alpha / beta) ... -9.4242 / -9.0225 eV

***

Entry 3:
The following is a quantum chemistry calculation of an isolated molecule of C2H2ClP in a non-equilibrium geometry, from OMol25.

Structure (XYZ):
```
6
Properties=species:S:1:pos:R:3:forces:R:3
Cl -1.34123 -1.03283 -1.69338 -0.88 -0.26 -0.51
P 0.53767 -0.72477 -0.94711 0.47 0.83 1.26
C 0.31880 0.79617 0.04041 0.17 -1.36 0.11
C 0.19659 -0.27364 0.78970 0.38 0.53 -1.21
H 0.28635 1.86285 0.03298 -0.05 0.36 0.02
H 0.00183 -0.62777 1.77741 -0.10 -0.10 0.34
```
Positions in Å, forces in eV/Å.

Calculated values
HOMO-LUMO gap ... 10.9 eV
HOMO ... -9.7803 eV
SMILES ... ClP1=CC=1

***

Entry 4:
The following is a quantum chemistry calculation of a cluster of 2 separate species, C2H2ClP in total in a non-equilibrium geometry, from OMol25.

Structure (XYZ):
```
6
Properties=species:S:1:pos:R:3:forces:R:3
C 1.02729 -0.42235 0.18373 -1.16 -0.36 0.10
C 1.51322 0.64458 -0.06153 1.69 1.20 -1.46
P -2.40998 0.55748 0.61211 0.22 2.13 1.55
Cl -2.60821 -0.97674 -0.51393 -0.26 -2.11 -1.55
H 0.35033 -1.25428 0.33000 0.69 0.33 0.13
H 2.12736 1.45130 -0.55038 -1.18 -1.19 1.23
```
Positions in Å, forces in eV/Å.

Calculated values
HOMO-LUMO gap (alpha / beta) ... 9.3 / 10.0 eV
Spin multiplicity ... 3
HOMO (alpha / beta) ... -8.3510 / -10.7943 eV
Expectation value of S² ... 2.004

***

Entry 5:
The following is a quantum chemistry calculation of a structure of composition C2H2CsFO2 in a non-equilibrium geometry, from OMol25.

Structure (XYZ):
```
8
Properties=species:S:1:pos:R:3:forces:R:3
C -1.00736 -1.62966 0.32450 0.75 0.11 -0.03
C -1.87184 -0.36041 0.25125 1.07 0.73 -0.31
O -1.43961 0.71934 0.00875 -0.30 -0.45 0.11
O 0.17664 -1.50359 0.16348 -0.83 -0.26 0.02
H -1.51479 -2.59033 0.52340 0.08 0.16 -0.02
F -3.14672 -0.58279 0.47366 -0.69 -0.22 0.15
Cs 1.95968 1.44736 -0.74410 0.26 -0.47 0.35
H 3.80953 -0.32111 0.65600 -0.33 0.39 -0.27
```
Positions in Å, forces in eV/Å.

Calculated values
HOMO-LUMO gap (alpha / beta) ... 3.8 / 3.8 eV
HOMO (alpha / beta) ... -5.2965 / -5.2952 eV

***

Entry 6:
The following is a quantum chemistry calculation of a structure of composition C2H2CsNaO2 in a non-equilibrium geometry, from OMol25.

Structure (XYZ):
```
8
Properties=species:S:1:pos:R:3:forces:R:3
O -2.82379 2.26423 1.17497 0.70 0.65 0.09
C -3.49077 1.26718 0.90253 -1.15 -0.12 0.23
C -2.96704 0.09623 0.20320 2.68 0.01 -0.41
O -1.22309 0.23900 -0.12779 -1.89 -1.05 -0.15
Cs 1.33193 -1.92946 -1.52953 -0.82 0.54 0.39
Na -0.62962 2.23288 0.52515 -0.91 -0.63 -0.01
H -3.59205 -0.05231 -0.70105 0.76 0.24 -0.02
H -3.18065 -0.79628 0.82578 0.63 0.36 -0.13
```
Positions in Å, forces in eV/Å.

Calculated values
HOMO-LUMO gap (alpha / beta) ... 2.4 / 2.4 eV
HOMO (alpha / beta) ... -3.6844 / -3.6937 eV

***

Looking at energy relative to the best compared isomer or geometry (same formula, charge and spin) for the records above, in order, we have 58.3 86.2 0.0 3.6 45.2 55.7 kcal/mol.